Entry from the OMol25 dataset: a 4-piece molecular cluster, C34H66BBrN2O3P overall at a distorted geometry (ωB97M-V/def2-TZVPD).

Multiplicity: 1
Charge: +1
Electronic energy in Eh: -4610.0890
Strongest force on any atom in eV Å⁻¹: 4.6
LUMO level in eV: -4.85
HOMO level in eV: -11.806
Orbital gap in eV: 6.958

Last column: Löwdin charge in e.
Positions of all 108 atoms, in Å:
Br1 -1.4874 -0.2922 0.5347  0.6209
P1 2.0826 -3.2207 7.6803  0.7526
O1 1.5067 0.9705 2.5660  0.1267
O2 3.2440 1.1741 4.3044  -0.0159
O3 5.1211 -7.0357 1.4853  -0.1095
N1 2.2302 -1.5957 5.3290  0.0784
N2 0.7293 -4.0947 7.8865  -0.3196
C1 2.3931 -3.8685 3.2624  -0.0293
C2 2.3228 -5.6381 5.3737  0.0107
C3 -4.0208 2.7395 0.4509  -0.2775
C4 -2.5624 4.6436 -0.5185  -0.2273
C5 2.2173 -2.9586 5.7861  -0.1847
C6 -3.3911 10.4584 -5.2363  -0.2288
C7 4.2767 -8.1760 1.8171  -0.2208
C8 -0.1578 -1.5843 1.3404  -0.5467
C9 0.4689 -7.1293 -4.4066  -0.2677
C10 0.1609 -3.8183 -2.6245  -0.1094
C11 0.5813 -8.4874 -3.7271  -0.1123
C12 5.4043 0.4178 5.4240  -0.0774
C13 -2.8724 3.1443 -0.4735  -0.2432
C14 2.3914 -2.3499 2.7714  -0.0152
C15 0.5250 -5.1469 -1.9774  -0.2727
C16 2.5146 -5.0780 2.2838  0.0433
C17 -5.9118 10.0731 -5.2747  -0.1148
C18 2.4381 -6.8407 4.4088  0.0372
C19 -3.7311 5.5415 -0.9290  -0.2674
C20 2.3083 -4.1803 4.7885  -0.0760
C21 2.3020 -1.2517 3.8924  0.0279
C22 -2.8142 7.9783 -4.7822  -0.2771
C23 -3.7605 3.0625 1.9149  -0.1127
C24 -4.2354 5.2683 -2.3393  -0.1105
C25 1.7584 -5.8070 -2.5961  -0.2362
C26 -2.9754 9.1003 -5.8096  -0.2270
C27 1.2165 -1.3553 0.5426  -0.2644
C28 -1.7212 8.2503 -3.7575  -0.1079
C29 -4.6984 10.4617 -4.4426  -0.2739
C30 2.5525 -6.5251 2.8687  -0.1076
C31 1.6274 -6.1870 -4.0737  -0.2237
C32 2.5169 -2.0309 1.2124  -0.1300
C33 4.6344 0.8115 4.0414  -0.2225
C34 2.7147 -7.7363 1.8150  -0.1290
B1 2.3284 0.3387 3.5510  -0.4745
H1 -2.5655 7.0547 -5.3167  0.1055
H2 -6.8202 10.1373 -4.6699  0.0698
H3 4.7476 -0.0239 3.2513  0.1251
H4 -3.4344 5.3964 -3.0723  0.0651
H5 2.2660 -5.7398 6.5108  0.0824
H6 2.6082 -4.9519 1.1422  0.0985
H7 -3.7055 8.7838 -6.5621  0.1019
H8 2.0096 -6.7000 -2.0120  0.0893
H9 1.9495 1.7560 2.1749  0.1375
H10 -0.1243 -1.3203 2.4484  0.0571
H11 6.5347 0.4448 5.1727  0.0939
H12 -4.6209 9.8014 -3.5730  0.0971
H13 0.7250 -4.9712 -0.9129  0.0830
H14 2.8817 -2.9564 0.6245  0.1095
H15 0.0817 -3.5287 8.4731  -0.0216
H16 -4.1752 1.6585 0.3565  0.0892
H17 0.5444 -8.3981 -2.6382  0.0613
H18 1.3331 -0.2211 0.3642  0.0953
H19 2.5663 -6.6526 -4.3943  0.1125
H20 -3.3995 6.5844 -0.8757  0.1024
H21 -4.5912 2.7108 2.5323  0.0717
H22 -6.0291 10.7428 -6.1314  0.0764
H23 4.6096 -6.3993 0.9342  0.0766
H24 1.5146 -8.9857 -4.0018  0.0770
H25 4.4915 -8.9872 1.0263  0.1305
H26 -1.7312 4.8029 -1.2155  0.1068
H27 1.0799 -1.8703 -0.4872  0.1020
H28 0.4521 -7.2848 -5.4905  0.1090
H29 -0.4882 -6.6664 -4.1482  0.1001
H30 2.3606 -7.3947 0.7796  0.1136
H31 4.5983 -8.6001 2.8307  0.1282
H32 -4.9555 3.2097 0.1302  0.1018
H33 2.4695 -7.8974 4.8540  0.1224
H34 2.1997 -0.8255 6.0231  0.1506
H35 -0.6967 -3.3731 -2.1125  0.0713
H36 5.2301 1.7104 3.6165  0.1392
H37 3.2245 -3.9419 8.2012  0.0226
H38 -0.3334 -5.8241 -2.0181  0.1044
H39 2.0920 -8.6272 2.1946  0.1290
H40 0.9947 -3.1122 -2.5636  0.0671
H41 2.6148 -5.1296 -2.4900  0.1057
H42 -3.4778 11.1696 -6.0661  0.1102
H43 -0.6004 -2.6229 1.1194  0.0765
H44 -3.7617 7.7898 -4.2685  0.0871
H45 -1.9462 9.1320 -3.1522  0.0688
H46 -1.9634 2.6148 -0.1633  0.0661
H47 5.1180 1.1527 6.2521  0.0892
H48 3.3791 -1.2608 1.1103  0.1325
H49 1.5234 -5.2780 -4.6755  0.1042
H50 -3.6600 4.1385 2.0793  0.0676
H51 -3.0945 2.7887 -1.4857  0.1042
H52 1.8956 -1.9568 8.3511  0.0213
H53 -4.5567 5.4454 -0.2176  0.1004
H54 5.1761 -0.6532 5.7655  0.0634
H55 -0.2479 -9.1304 -4.0333  0.0735
H56 -2.8476 2.5728 2.2669  0.0633
H57 -1.6236 7.3994 -3.0772  0.0548
H58 -2.0283 9.2282 -6.3464  0.1094
H59 -4.8584 11.4705 -4.0461  0.1052
H60 -2.5901 10.8432 -4.5956  0.1006
H61 -2.1978 4.9696 0.4617  0.1010
H62 -0.1100 -3.9417 -3.6758  0.0740
H63 -0.7560 8.4040 -4.2472  0.0762
H64 -4.6343 4.2554 -2.4361  0.0678
H65 -5.0394 5.9651 -2.5916  0.0720
H66 -5.8349 9.0480 -5.6465  0.0656

Force components x, y, z for each atom (eV/Å):
0.6959 -0.7939 0.5174
-3.4042 -1.8092 0.3250
1.9881 -1.5129 1.3846
-0.4540 -1.8925 -1.8518
-1.0702 -0.2321 0.1457
0.2623 -3.8398 -2.3000
1.4233 1.6732 0.2516
0.2063 -0.4753 -0.0184
0.4386 -0.3000 -3.6727
0.1153 -0.1099 -0.0214
0.0032 0.0361 0.1428
1.1307 0.6427 -2.4901
0.1158 0.0200 0.0934
-0.2495 -0.0219 -0.8905
0.1691 -0.0641 -0.6495
0.1436 -0.0258 -0.0514
-0.1899 0.0170 0.0695
-0.1728 -0.0434 -0.0031
0.0066 -0.2606 -1.0967
-0.0338 -0.0046 -0.1669
-0.2339 -0.3295 3.9418
0.1397 0.0198 -0.0108
-0.0514 -1.4545 3.6785
-0.1242 -0.0839 0.0954
0.0453 4.6472 -0.0337
0.1586 0.0386 -0.0626
-0.0630 0.7994 0.3505
-0.2484 -3.1045 -1.7125
0.1026 0.0253 -0.1310
-0.1485 0.0414 0.0988
-0.1711 0.0420 0.0291
0.0226 -0.1119 0.0805
-0.1185 -0.0379 -0.0702
-0.8045 -0.3900 -0.5357
-0.0796 -0.0928 0.1464
0.0443 0.1454 -0.0680
-0.4981 2.1305 0.3882
-0.0414 0.1038 -0.0959
0.7747 0.8721 0.6573
2.0309 -0.0372 0.9299
0.5014 0.2629 1.5005
0.1987 2.3500 -0.3593
-0.0864 0.0406 0.0213
0.0167 -0.0187 -0.1075
-0.3432 1.0835 1.2909
-0.0396 -0.0394 0.0050
-0.0912 -0.0957 -1.9308
-0.2920 -0.1670 2.1750
0.0365 0.0359 0.0302
-0.0030 -0.0073 -0.0473
-0.5223 -0.4068 0.7345
-0.0044 -0.5047 -1.6677
-1.8420 0.0997 0.6942
0.0383 0.0101 -0.0251
-0.0445 -0.0587 0.0289
-0.8217 1.4616 1.2285
0.4243 -0.7111 -0.5957
-0.0346 0.0718 -0.0423
0.0218 -0.0443 -0.0368
0.0368 -2.0274 0.4444
-0.0611 0.0207 0.0166
-0.0351 -0.0648 0.0609
0.0946 0.0458 0.0236
0.0124 -0.0746 0.0249
0.5428 -0.8775 0.5425
-0.0311 0.0178 0.0511
-0.6944 1.0741 1.2170
-0.0480 0.0096 0.0138
0.2079 1.0340 1.6454
-0.0296 0.0806 0.0857
0.0310 0.0240 -0.0179
0.5746 -0.5711 1.4951
-0.5053 0.8643 -1.3510
0.0521 -0.0103 -0.0256
-0.0743 1.7956 -1.0253
0.1023 -0.6801 -0.7695
0.0437 0.0533 -0.0940
-1.4464 -1.2332 0.6228
-0.1220 0.9770 -0.8323
0.0617 0.0012 0.0071
0.8260 1.3943 -0.7604
-0.0178 -0.0273 -0.0938
-0.0333 0.0040 -0.0080
-0.0153 -0.0354 0.0584
0.7616 1.6364 0.6615
0.0012 0.0208 -0.0381
0.0566 -0.0357 -0.0344
-0.0505 0.0239 0.0061
0.5666 -0.9654 -1.2756
-1.3317 -1.2815 0.1946
0.0350 -0.0310 0.0581
0.0218 -0.0750 0.0152
0.0261 0.0321 0.0408
1.0535 -0.2983 -0.7792
0.0452 -0.0106 0.0151
0.1470 1.5176 -0.5062
0.1061 -0.0127 0.0718
-0.0169 0.0482 -0.0205
0.0622 0.0761 0.0071
-0.0396 -0.0229 0.0340
0.0529 -0.0884 0.0178
-0.0265 -0.0227 -0.0489
-0.0023 -0.0337 -0.0357
0.0506 0.0552 0.0826
-0.0356 0.0365 0.0382
0.0348 0.0511 -0.0380
0.0598 -0.0792 -0.0696
-0.0232 0.0757 -0.0185


Entry from the OMol25 dataset: a 3-piece molecular cluster, C34H66BrClF5N5O8P overall at a distorted geometry (ωB97M-V/def2-TZVPD).

Multiplicity: 1
Charge: +1
Electronic energy in Eh: -6085.1871
Strongest force on any atom in eV Å⁻¹: 4.9
LUMO level in eV: -3.88
HOMO level in eV: -10.115
Orbital gap in eV: 6.233

Last column: Löwdin charge in e.
Positions of all 121 atoms, in Å:
Br1 -1.3294 1.7751 0.4104  0.7412
Cl1 1.9575 -7.0947 5.4603  0.5124
P1 1.5527 -3.1927 0.6433  1.0167
F1 4.9318 0.2313 2.8991  0.0649
F2 4.4729 1.3309 4.8322  0.0508
F3 6.3059 -0.4358 5.4668  0.0946
F4 5.2464 -2.2663 4.4508  0.0921
F5 4.3704 -1.2111 6.3179  0.0873
O1 -0.8343 1.8549 -3.5860  -0.2409
O2 -3.0472 -6.4788 4.2077  0.0593
O3 -4.4139 1.0993 -6.2113  -0.1946
O4 5.4011 3.8465 -5.5090  -0.1760
O5 -2.8544 -4.8626 5.8015  0.0431
O6 2.2265 -1.8732 -0.2278  -0.3053
O7 2.8925 3.9196 -1.7659  -0.2061
O8 0.7574 -4.1012 -0.6036  -0.3004
N1 -5.4927 -0.3638 2.3435  0.1239
N2 -0.9826 -1.9538 1.1673  0.0113
N3 -3.8899 2.6487 -3.6908  -0.0515
N4 -3.4179 -1.8873 4.9526  0.0131
N5 3.6806 5.9271 -3.8575  -0.0521
C1 0.7828 -1.4232 2.8801  -0.1375
C2 -0.7842 -5.0893 1.8974  -0.0485
C3 4.3352 4.6544 -5.9955  -0.2182
C4 2.7500 -0.2213 4.0930  -0.0594
C5 -4.1885 -0.4731 2.2234  -0.3356
C6 -3.2876 0.6007 2.9731  -0.0963
C7 -0.8650 -1.1725 -0.1079  -0.1498
C8 -5.0504 2.3309 -5.8500  -0.1978
C9 3.8954 4.3297 -0.8497  -0.1103
C10 -0.0967 0.2260 0.0129  -0.6090
C11 4.1528 5.9839 -5.2433  -0.1903
C12 -1.2817 1.0406 -4.6595  -0.0855
C13 -4.1090 3.2081 -5.0231  -0.2042
C14 5.0592 -1.0125 5.0902  -0.3164
C15 4.3123 0.0658 4.1749  -0.2944
C16 -3.2428 -4.2297 3.2312  -0.0276
C17 -3.0241 -5.2396 4.4488  -0.3800
C18 -2.7821 3.2645 -2.9572  -0.1950
C19 1.7026 -4.8794 3.6294  -0.2445
C20 2.3659 5.3117 -3.6990  -0.2089
C21 2.3625 -1.1615 2.8174  -0.1919
C22 0.2202 -2.5615 1.8897  -0.3362
C23 5.0854 3.0723 -4.3644  -0.1017
C24 -4.9353 -0.0289 -5.5294  -0.1166
C25 0.2520 -4.3164 4.0092  -0.1508
C26 -0.5713 -3.7030 2.7361  -0.2938
C27 0.4731 0.5427 -1.4914  -0.1266
C28 -1.3763 3.1712 -3.5703  -0.2038
C29 -3.6240 -1.7276 1.3569  -0.0251
C30 -2.1619 -2.1959 1.7620  -0.0158
C31 2.0693 4.9959 -2.2321  -0.1977
C32 2.3817 -5.3657 5.0294  -0.5659
C33 -2.0601 -2.2041 4.4281  -0.1946
C34 -2.0575 -3.1283 3.1020  -0.2012
H1 1.0369 4.6445 -2.1561  0.0926
H2 -3.1720 3.2915 -5.5809  0.1002
H3 -4.6130 -0.0391 -4.4827  0.0677
H4 4.6974 4.8705 -1.3612  0.0769
H5 -4.2636 -3.7260 3.4366  0.1378
H6 2.3046 -0.7187 5.0141  0.1291
H7 -6.0031 2.1630 -5.3380  0.1220
H8 -3.7053 1.6570 -3.7687  0.0593
H9 1.5994 5.9928 -4.0794  0.1244
H10 -6.0262 -0.0595 -5.5788  0.0893
H11 -3.4973 -0.9021 5.2564  0.0704
H12 -0.7060 3.7569 -2.9333  0.0964
H13 -3.4264 -4.7832 2.2374  0.1388
H14 -2.1749 0.3227 2.8864  0.0333
H15 3.2029 -2.0012 -0.1900  0.0763
H16 -3.6161 0.8482 4.0321  0.0882
H17 2.1524 0.7514 3.9242  0.1495
H18 -1.4807 -2.6848 5.3036  0.1257
H19 -3.0241 4.3188 -2.7755  0.1235
H20 -2.1428 -5.4282 6.1898  0.1387
H21 -1.3136 3.6325 -4.5622  0.1163
H22 5.7288 2.1913 -4.3622  0.0880
H23 0.8242 0.2222 0.6767  0.0725
H24 3.4072 4.0752 -6.0648  0.1079
H25 -0.3150 -5.2040 4.4828  0.1201
H26 -3.5336 -2.4169 5.8400  0.0848
H27 3.4773 6.6286 -5.8187  0.1182
H28 5.3089 3.6364 -3.4553  0.0686
H29 -3.3896 1.5819 2.3736  0.0560
H30 -2.7466 2.7786 -1.9781  0.0646
H31 3.0136 -2.0931 2.8089  0.0939
H32 1.4292 -4.4047 -1.2591  0.0759
H33 -4.4249 -2.5480 1.4785  0.1262
H34 -5.2691 2.8477 -6.7881  0.1227
H35 0.2789 -0.4053 2.6679  0.1216
H36 2.0387 -4.6321 5.8450  0.0824
H37 -0.5101 0.2972 -4.8670  0.0896
H38 -1.4569 1.6146 -5.5726  0.0950
H39 -4.5402 -0.9254 -6.0109  0.0906
H40 0.1760 -5.4902 1.4452  0.0693
H41 2.2952 4.3708 -4.2528  0.0975
H42 -5.9745 -1.1322 1.8434  0.0575
H43 0.5475 -1.6217 3.9926  0.1084
H44 -0.3222 -1.7622 -0.9398  0.1276
H45 4.3286 3.4334 -0.4011  0.0865
H46 0.3962 -3.5595 4.8487  0.0973
H47 3.5107 -5.1875 4.9034  0.0887
H48 5.1229 6.4881 -5.2222  0.1205
H49 4.3606 5.4130 -3.3126  0.0634
H50 0.3576 1.6667 -1.6654  0.0495
H51 -2.1834 0.4956 -4.3679  0.0697
H52 1.6113 0.3547 -1.4581  0.0903
H53 -1.5353 -1.1889 4.2645  0.1084
H54 2.5443 -0.4833 1.9019  0.1086
H55 3.4816 4.9524 -0.0529  0.0881
H56 -3.7286 -1.3957 0.2590  0.1274
H57 1.6417 -5.8229 2.9862  0.1075
H58 -1.5744 -4.9298 1.0714  0.1037
H59 2.4195 -4.1164 3.1880  0.0660
H60 -1.8911 -0.9236 -0.5721  0.1317
H61 -1.1977 -5.9300 2.5666  0.1020
H62 -0.0371 -0.0883 -2.2913  0.0854
H63 4.6032 4.9020 -7.0274  0.1217
H64 2.1609 5.8839 -1.5987  0.1248
H65 -4.5428 4.2072 -4.9291  0.1249
H66 4.0449 2.7358 -4.3637  0.0855

Force components x, y, z for each atom (eV/Å):
0.7832 -1.1707 0.2485
0.3375 1.4642 -0.2932
1.8236 -1.4704 -1.1820
-1.2858 -0.8510 2.7413
-0.1474 -2.6331 -1.1652
-2.8013 -2.0017 -1.1800
-0.5163 3.1476 1.6175
1.3424 0.2035 -3.2098
-0.3324 0.3699 -0.5386
0.2855 4.6248 0.5784
-0.3945 -0.0351 0.3513
-0.4074 -0.0310 0.0139
0.6042 0.6979 -2.1319
-0.8388 -1.0961 0.8908
-0.0406 0.3882 0.2608
0.5112 1.7435 1.1526
3.2843 -0.5192 -0.6427
-3.2543 -0.1757 0.6996
0.1613 0.1611 -0.0273
0.3958 -0.2364 0.9393
-0.1700 -0.0958 -0.1346
1.0188 0.7029 0.6946
-0.8270 0.2315 -0.5783
0.2019 0.3075 -0.1951
-0.9351 -0.3818 -1.5441
-2.4221 0.0041 1.1847
0.2806 0.3363 -1.5505
0.1387 1.2681 -1.1943
0.4422 0.2907 -0.2204
0.0319 -0.2386 -0.1703
0.8700 -0.3922 -2.2683
0.1340 -0.1180 0.1148
0.1415 -0.1262 0.2189
-0.2724 -0.5195 0.0277
1.9315 0.1909 1.5160
-0.8816 1.6595 0.2346
-0.5840 0.8260 0.3052
0.0385 -4.8434 -0.6111
-0.0601 -0.2159 -0.0763
-0.0231 -1.0216 1.6558
0.3358 0.0052 0.4982
-0.0074 1.6275 0.2441
-2.2032 0.8957 0.2396
0.3381 0.0741 -0.1235
0.2822 0.0328 -0.2082
0.4551 0.4847 -0.1171
0.6078 -3.4253 0.9839
0.8770 0.5982 1.2510
-0.0385 0.1859 0.3160
0.2223 0.8759 -0.6570
-0.6223 -0.6050 0.5089
-0.0713 -0.2908 -0.4755
0.3998 1.8558 -0.9218
0.7445 1.2715 1.1187
1.0563 1.0827 -0.9742
0.0039 0.0512 0.0046
-0.0074 0.1280 -0.2013
-0.1711 -0.0605 0.1060
0.0179 0.1219 0.1582
1.8425 -0.3045 -0.0880
1.1528 0.7519 -0.8647
0.1304 -0.0983 0.1024
-0.0633 0.0723 -0.0631
0.0066 0.0233 -0.0305
-0.0178 0.0073 0.0598
0.2242 -0.7955 -0.5704
-0.0447 -0.0889 0.0189
0.6851 0.3855 1.9543
-1.7094 0.4577 0.3991
-0.9200 0.1193 0.0596
0.2996 -0.7225 -1.4215
1.3534 -1.2602 0.4450
-0.6411 0.3062 -1.8619
0.0636 -0.0509 -0.1082
-1.0582 0.0988 -0.4594
-0.0885 -0.1544 -0.0678
0.0263 0.0309 -0.1121
-1.6521 0.0929 -0.4624
0.0018 -0.0547 0.1991
0.6564 1.4611 -0.9515
-0.1215 0.2828 -1.0262
-0.0091 -0.1223 0.0316
-0.1939 -0.1222 0.1319
0.1249 -1.5693 0.9946
0.0571 0.0801 -0.0285
-0.9517 1.1576 -0.1464
-0.4996 0.3598 0.7754
1.7673 0.9941 0.0728
-0.0084 0.0255 0.0449
0.6670 -1.6952 0.1286
0.4423 -1.4892 -0.9320
0.0906 0.0749 0.0316
-0.1122 -0.0268 0.0683
-0.0039 0.1197 -0.0342
-1.2802 0.7507 0.4649
-0.2381 -0.1140 -0.0257
0.2249 0.4876 0.2885
0.1282 -0.2018 -1.9556
-0.6401 0.4796 1.8079
-0.0809 0.0173 -0.0743
-0.1717 -0.8246 -1.1290
-1.6402 -0.9500 0.4509
-0.0417 -0.0323 -0.0868
-0.0792 0.0319 -0.0094
0.0818 -1.9713 -0.0520
-0.1033 0.0212 -0.2600
-1.8673 -0.0440 -0.2412
-0.6809 -1.7984 -0.1400
0.1073 -1.4974 1.2619
0.0152 0.0601 -0.0091
0.5436 -0.4941 1.6041
0.1258 1.5795 0.6375
1.4546 -0.3165 0.9780
-1.1669 -0.9426 0.4124
1.5006 -0.6066 1.1313
0.6084 1.5116 -0.8652
0.6850 1.0733 1.1135
0.0528 -0.0010 0.0882
0.1877 -0.0435 -0.0510
0.0200 0.0076 0.0349
-0.0256 0.1168 0.0529